Entry 1:
{"formula": "C10H10N2O3", "method": "wB97M-V/def2-TZVPD", "elements": ["C", "C", "C", "C", "C", "C", "C", "C", "C", "C", "N", "N", "O", "O", "O", "H", "H", "H", "H", "H", "H", "H", "H", "H", "H"], "xyz": [[3.203, -0.707, 1.479], [2.618, -1.436, 0.364], [2.354, 0.108, 2.222], [1.295, -1.163, -0.030], [1.015, 0.368, 1.886], [0.495, -0.316, 0.727], [-1.667, 1.158, -3.567], [-1.368, -0.596, -2.056], [-0.865, -0.054, 0.303], [-2.733, 1.386, 0.524], [-0.948, 0.640, -2.553], [-1.292, -0.842, -0.734], [-1.900, 2.324, -3.706], [-1.970, -1.362, -2.791], [-1.567, 0.986, 0.750], [4.218, -0.676, 1.806], [3.236, -2.004, -0.390], [2.773, 0.608, 3.161], [0.991, -1.601, -0.972], [0.218, 0.851, 2.431], [-2.109, 0.388, -4.136], [-3.169, 2.323, 1.091], [-3.351, 0.872, -0.172], [-0.264, 1.200, -1.990], [-1.592, -1.751, -0.651]], "de_lowest_ev": 3.5091, "orbital_gap_ev": [7.0765, 7.6057], "total_charge": 0, "e_tot_ha": -722.17137}

***

Entry 2:
{"formula": "C5H10N2", "method": "wB97M-V/def2-TZVPD", "elements": ["C", "C", "N", "C", "C", "C", "N", "H", "H", "H", "H", "H", "H", "H", "H", "H", "H"], "xyz": [[1.607, -1.304, 0.050], [1.561, 0.207, 0.046], [0.875, 0.913, -1.041], [0.313, 0.970, 0.306], [-1.006, 0.372, 0.714], [-2.216, 0.607, -0.107], [-1.702, -0.748, 0.090], [2.138, -1.672, -0.836], [0.605, -1.743, 0.064], [2.136, -1.675, 0.933], [2.500, 0.683, 0.331], [0.380, 0.245, -1.629], [0.425, 1.956, 0.758], [-1.129, 0.380, 1.798], [-3.173, 0.829, 0.360], [-2.062, 1.066, -1.084], [-1.250, -1.087, -0.755]], "de_lowest_ev": 2.1390, "orbital_gap_ev": 10.3602, "total_charge": 0, "e_tot_ha": -305.94525}

***

Entry 3:
{"formula": "C30H42N4O3S3SiW", "method": "wB97M-V/def2-TZVPD", "elements": ["W", "N", "C", "C", "O", "N", "C", "C", "O", "O", "H", "H", "H", "H", "H", "H", "C", "C", "S", "C", "C", "S", "C", "C", "S", "H", "H", "H", "H", "H", "H", "H", "H", "H", "H", "H", "H", "C", "Si", "C", "N", "C", "C", "C", "C", "C", "C", "C", "C", "C", "C", "C", "C", "C", "C", "C", "C", "C", "H", "H", "H", "H", "H", "H", "H", "H", "H", "H", "H", "H", "H", "H", "H", "H", "H", "H", "H", "H", "H", "H", "H", "H", "N", "C"], "xyz": [[-0.063, -0.764, 0.569], [1.434, 0.271, 1.932], [2.362, -0.767, 2.405], [1.523, -1.972, 2.821], [1.888, -2.732, 3.694], [0.358, -2.034, 2.123], [-0.675, -2.885, 2.691], [-2.044, -2.346, 2.243], [-3.061, -2.937, 2.543], [-1.974, -1.275, 1.511], [1.939, 1.033, 1.500], [0.925, 0.654, 2.734], [2.957, -0.450, 3.263], [3.045, -1.054, 1.603], [-0.628, -2.879, 3.781], [-0.583, -3.926, 2.370], [0.172, 1.904, 6.246], [-1.094, 1.200, 5.769], [-1.064, 0.620, 4.032], [-2.197, 1.768, 3.191], [-1.699, 3.200, 3.017], [-0.099, 3.356, 2.153], [0.821, 4.495, 3.245], [1.412, 3.873, 4.505], [0.222, 3.694, 5.885], [1.069, 1.440, 5.839], [0.220, 1.847, 7.335], [-1.962, 1.848, 5.885], [-1.246, 0.300, 6.367], [-3.132, 1.779, 3.753], [-2.369, 1.288, 2.232], [-1.580, 3.690, 3.979], [-2.427, 3.744, 2.412], [0.181, 5.344, 3.484], [1.638, 4.843, 2.609], [2.200, 4.523, 4.888], [1.832, 2.890, 4.297], [1.615, -0.406, -0.787], [0.899, -0.281, -2.528], [-0.193, -1.852, -2.459], [-1.002, -1.919, -1.200], [-1.020, -3.320, -0.691], [-1.669, -4.299, -1.667], [-3.125, -3.890, -1.884], [-3.197, -2.439, -2.363], [-2.415, -1.497, -1.444], [2.393, -0.501, -3.670], [2.750, -1.687, -4.309], [3.994, -1.837, -4.905], [4.912, -0.799, -4.868], [4.562, 0.406, -4.272], [3.316, 0.548, -3.686], [-0.030, 1.219, -3.188], [-0.779, 1.131, -4.362], [-1.363, 2.255, -4.924], [-1.214, 3.491, -4.312], [-0.476, 3.598, -3.144], [0.115, 2.473, -2.593], [2.273, 0.451, -0.602], [2.274, -1.287, -0.834], [0.493, -2.702, -2.473], [-0.831, -1.964, -3.335], [-1.608, -3.342, 0.224], [0.006, -3.621, -0.460], [-1.612, -5.302, -1.242], [-1.133, -4.307, -2.619], [-3.674, -3.990, -0.944], [-3.590, -4.547, -2.623], [-4.234, -2.099, -2.374], [-2.827, -2.371, -3.389], [-2.912, -1.460, -0.475], [-2.401, -0.489, -1.859], [2.048, -2.513, -4.331], [4.251, -2.775, -5.381], [5.893, -0.929, -5.305], [5.273, 1.222, -4.247], [3.055, 1.490, -3.213], [-0.904, 0.170, -4.851], [-1.933, 2.165, -5.840], [-1.672, 4.369, -4.751], [-0.366, 4.558, -2.656], [0.684, 2.566, -1.676], [-1.810, 1.799, -0.358], [-1.116, 0.930, -0.035]], "orbital_gap_ev": [6.7715, 6.7722], "total_charge": 0, "e_tot_ha": -3164.29715}

***

Entry 4:
{"formula": "C18H32N4O4RhTe", "method": "wB97M-V/def2-TZVPD", "elements": ["Rh", "N", "C", "C", "C", "N", "C", "C", "N", "C", "H", "H", "H", "H", "H", "H", "H", "H", "H", "H", "H", "H", "H", "H", "H", "H", "C", "C", "O", "O", "H", "H", "H", "N", "C", "C", "O", "O", "H", "H", "H", "H", "H", "C", "Te", "C", "C", "C", "C", "C", "C", "C", "H", "H", "H", "H", "H", "H", "H", "H"], "xyz": [[0.682, -0.310, -0.592], [1.788, -3.028, 0.201], [2.802, -2.942, 1.298], [2.173, -2.353, 2.559], [1.998, -0.831, 2.572], [0.847, -0.368, 1.747], [3.282, -0.125, 2.141], [3.833, -0.624, 0.807], [2.982, -0.161, -0.326], [4.015, -2.145, 0.819], [0.956, -3.555, 0.472], [2.170, -3.455, -0.645], [1.458, -2.073, -0.061], [3.112, -3.966, 1.507], [2.836, -2.603, 3.389], [1.221, -2.850, 2.775], [1.799, -0.551, 3.610], [0.715, 0.618, 1.954], [-0.004, -0.836, 2.051], [4.040, -0.301, 2.906], [3.121, 0.957, 2.099], [4.827, -0.188, 0.676], [3.356, -0.525, -1.201], [3.067, 0.852, -0.386], [4.836, -2.364, 1.503], [4.336, -2.498, -0.166], [-2.950, -2.945, -0.296], [-1.977, -1.808, -0.152], [-2.423, -0.683, 0.223], [-0.747, -2.030, -0.374], [-3.906, -2.573, -0.657], [-3.122, -3.393, 0.684], [-2.551, -3.704, -0.964], [-0.130, -0.658, -5.467], [0.672, -1.621, -4.652], [0.732, -1.111, -3.202], [1.465, -1.699, -2.388], [0.014, -0.114, -2.910], [0.436, -0.127, -6.129], [-0.531, -0.006, -4.764], [-0.878, -1.110, -5.992], [1.680, -1.735, -5.043], [0.201, -2.601, -4.657], [-2.104, 1.948, 1.465], [-1.575, 1.365, -0.521], [-1.839, 3.594, -0.834], [-2.838, 3.960, 0.160], [-3.742, 5.015, -0.047], [-4.532, 5.443, 0.995], [-4.482, 4.792, 2.233], [-3.656, 3.686, 2.421], [-2.860, 3.245, 1.384], [-1.208, 2.056, 2.083], [-2.720, 1.151, 1.878], [-2.092, 3.861, -1.857], [-0.828, 3.938, -0.584], [-3.771, 5.526, -1.001], [-5.189, 6.291, 0.858], [-5.124, 5.121, 3.038], [-3.673, 3.152, 3.363]], "de_lowest_ev": 1.2497, "orbital_gap_ev": [9.0439, 5.0517], "total_charge": 3, "multiplicity": 5, "e_tot_ha": -1602.69454}

***

Entry 5:
{"formula": "C8H11GeMoN2S5Sb", "method": "wB97M-V/def2-TZVPD", "elements": ["Mo", "S", "Sb", "S", "S", "S", "C", "S", "C", "C", "N", "C", "N", "C", "Ge", "C", "C", "C", "H", "H", "H", "H", "H", "H", "H", "H", "H", "H", "H"], "xyz": [[0.897, -0.032, 1.440], [4.553, -0.354, -0.873], [4.732, -1.258, 1.060], [2.336, -0.527, 3.228], [2.349, -1.995, 1.761], [1.453, 1.378, -0.316], [0.719, 2.581, 0.728], [0.381, 2.018, 2.326], [0.446, 3.857, 0.318], [-0.001, 4.830, 1.253], [-0.333, 5.567, 2.075], [0.811, 4.260, -1.001], [1.190, 4.390, -2.083], [0.596, -2.128, -1.377], [-1.086, -1.471, -0.686], [-2.351, -2.918, -0.422], [-1.861, 0.095, -1.502], [-0.912, -0.895, 1.273], [0.518, -2.331, -2.440], [0.807, -3.076, -0.854], [1.418, -1.442, -1.225], [-2.386, -3.553, -1.297], [-3.341, -2.486, -0.230], [-2.021, -3.516, 0.442], [-2.716, -0.164, -2.139], [-1.185, 0.672, -2.122], [-2.322, 0.716, -0.753], [-0.840, -1.788, 1.898], [-1.848, -0.430, 1.519]], "de_lowest_ev": 0.0000, "orbital_gap_ev": [6.4447, 6.6309], "total_charge": 1, "multiplicity": 2, "e_tot_ha": -4796.96788}

***

Entry 6:
{"formula": "C30H44BrClMgN2P2", "method": "wB97M-V/def2-TZVPD", "elements": ["N", "C", "C", "C", "C", "C", "C", "Mg", "P", "C", "C", "C", "C", "C", "C", "C", "Br", "H", "H", "H", "H", "H", "H", "H", "H", "H", "H", "P", "C", "C", "H", "H", "H", "H", "H", "C", "C", "H", "H", "H", "H", "H", "C", "C", "H", "H", "H", "H", "H", "C", "C", "H", "H", "H", "H", "H", "C", "C", "H", "H", "H", "H", "H", "C", "C", "H", "H", "H", "H", "H", "Cl", "C", "C", "C", "C", "N", "C", "H", "H", "H", "H"], "xyz": [[-6.697, 4.932, -5.949], [-6.468, 5.384, -4.713], [-5.529, 4.774, -3.859], [-4.802, 3.633, -4.306], [-5.006, 3.251, -5.643], [-6.001, 3.883, -6.411], [-3.882, 2.937, -3.410], [-1.870, 0.503, -0.734], [5.082, -0.731, -1.186], [-3.158, 1.820, -3.739], [-1.811, 1.696, -3.249], [-0.715, 1.291, -4.015], [0.567, 1.816, -3.777], [0.791, 2.654, -2.658], [-0.263, 2.896, -1.759], [-1.530, 2.281, -1.964], [2.521, 3.192, -2.226], [-3.711, 3.473, -2.473], [-3.495, 1.239, -4.602], [-5.373, 5.183, -2.862], [-4.405, 2.476, -6.105], [-7.029, 6.265, -4.383], [-6.218, 3.558, -7.423], [-0.902, 0.543, -4.787], [-2.361, 2.572, -1.301], [1.332, 1.595, -4.503], [-0.105, 3.431, -0.828], [-0.850, -1.824, -1.020], [4.372, 0.869, -0.687], [5.484, 1.878, -1.047], [4.158, 0.849, 0.393], [3.433, 1.071, -1.225], [5.232, 2.905, -0.757], [6.408, 1.584, -0.519], [5.696, 1.855, -2.130], [4.269, -1.256, -2.716], [5.128, -2.279, -3.471], [4.100, -0.356, -3.327], [3.304, -1.690, -2.413], [4.742, -2.413, -4.485], [6.174, -1.958, -3.561], [5.109, -3.266, -2.993], [4.493, -1.859, 0.091], [5.321, -1.953, 1.379], [4.454, -2.838, -0.409], [3.477, -1.499, 0.295], [4.824, -2.657, 2.057], [6.320, -2.355, 1.178], [5.430, -0.990, 1.897], [-0.658, -3.195, 0.211], [-1.603, -4.397, 0.113], [-0.715, -2.735, 1.207], [0.378, -3.547, 0.086], [-2.593, -4.188, 0.542], [-1.734, -4.759, -0.918], [-1.177, -5.230, 0.690], [0.398, -2.400, -2.245], [0.060, -2.227, -3.730], [0.585, -3.462, -2.011], [1.310, -1.835, -1.987], [-0.953, -2.571, -3.974], [0.166, -1.177, -4.030], [0.779, -2.829, -4.304], [-2.475, -2.147, -1.829], [-3.632, -1.717, -0.937], [-2.505, -3.212, -2.070], [-2.490, -1.610, -2.786], [-4.431, -1.273, -1.539], [-4.045, -2.579, -0.406], [-3.372, -0.970, -0.156], [-1.232, 3.465, 4.292], [-1.667, 2.003, 3.514], [-2.354, 1.012, 4.224], [-2.533, -0.222, 3.609], [-2.175, -0.375, 2.267], [-1.761, 0.670, 1.503], [-1.307, 1.781, 2.165], [-2.672, 1.205, 5.234], [-2.934, -1.080, 4.142], [-2.176, -1.362, 1.788], [-0.662, 2.478, 1.627]], "de_lowest_ev": 0.0000, "orbital_gap_ev": 4.8620, "total_charge": 2, "e_tot_ha": -5195.46091}

***

Question: Which formula does entry 4 have?
Answer: C18H32N4O4RhTe